No. 1
Computed, not measured: CH5N3OS2 in the gas phase, with the ωB97M-V functional and the def2-TZVPD basis.

For the HOMO-LUMO gap, the calculation gives 0.29916 Eh. The value obtained for the calculated total energy is -29301.7781 eV. The charge is 0. As for the SMILES: ON/C(=N\S)NS. For the max |F|, the calculation gives 0.11546 Eh/bohr. The LUMO energy comes out at 0.274 eV. As for the energy above the lowest of the compared OMol25 structures with the same formula, charge and spin: 2.016 eV.

Last column: natural (NBO) charge in e.
Cartesian coordinates (Å):
C (-0.253, -0.234, 0.035)  0.51
H (-2.421, -1.054, 1.881)  0.46
H (-0.518, -2.368, 0.616)  0.39
H (-2.189, 0.818, 0.134)  0.45
H (0.349, 2.832, 0.620)  0.10
H (3.305, -0.403, -0.798)  0.15
N (-0.802, -1.271, 0.687)  -0.33
N (-1.121, 0.844, -0.003)  -0.81
N (0.927, -0.136, -0.453)  -0.69
O (-2.129, -1.238, 0.834)  -0.55
S (-0.473, 2.277, -0.472)  0.21
S (2.160, -1.313, -0.213)  0.10

---

No. 2
Computed, not measured: C3H3N3O in the gas phase, with the ωB97M-V functional and the def2-TZVPD basis.

For the HOMO-LUMO gap, the calculation gives 0.39763 Eh. The value obtained for the calculated total energy is -9675.8184 eV. The charge is 0. As for the SMILES: O=Cn1cncn1. For the max |F|, the calculation gives 0.05950 Eh/bohr. The LUMO energy comes out at -0.054 eV. As for the energy above the lowest of the compared OMol25 structures with the same formula, charge and spin: 1.636 eV.

Last column: natural (NBO) charge in e.
Cartesian coordinates (Å):
O (-1.210, -0.827, 2.204)  -0.51
C (-0.106, -0.577, 1.779)  0.57
N (0.187, -0.127, 0.397)  -0.35
C (-0.867, 0.158, -0.399)  0.25
N (-0.564, 0.536, -1.608)  -0.49
C (0.819, 0.501, -1.639)  0.17
N (1.454, 0.140, -0.542)  -0.23
H (0.782, -0.655, 2.408)  0.15
H (-1.905, 0.094, -0.073)  0.23
H (1.411, 0.756, -2.526)  0.22

---

No. 3
Computed, not measured: C2H2Cl2OS in the gas phase, with the ωB97M-V functional and the def2-TZVPD basis.

For the HOMO-LUMO gap (spin up / spin down), the calculation gives 0.32286 / 0.32284 Eh. The value obtained for the calculated total energy is -40032.5718 eV. The charge is 0. As for the SMILES: S=C(Cl)OCCl. For the max |F|, the calculation gives 0.07613 Eh/bohr. The LUMO energy (spin up / spin down) comes out at -0.452 / -0.453 eV. As for the energy above the lowest of the compared OMol25 structures with the same formula, charge and spin: 1.197 eV.

Last column: natural (NBO) charge in e.
Cartesian coordinates (Å):
C (-2.438, -0.057, -0.138)  0.11
C (-0.055, -0.173, -0.327)  -0.06
O (-1.293, 0.309, -0.755)  -0.48
S (-3.804, 0.645, -0.743)  0.02
Cl (-2.515, -1.401, 0.964)  0.06
Cl (0.023, -1.855, -0.954)  -0.08
H (0.280, -0.307, 0.765)  0.22
H (0.646, 0.377, -0.800)  0.20

---

No. 4
Computed, not measured: a molecular structure, C14H25ClN3O3PRu, with the ωB97M-V functional and the def2-TZVPD basis.

For the HOMO-LUMO gap (spin up / spin down), the calculation gives 0.26364 / 0.13560 Eh. The value obtained for the calculated total energy is -49909.7517 eV. The charge is +2. As for the spin multiplicity: 5. For the max |F|, the calculation gives 0.11822 Eh/bohr. The LUMO energy (spin up / spin down) comes out at -6.871 / -11.409 eV.

Last column: natural (NBO) charge in e.
Cartesian coordinates (Å):
Cl (-0.431, 0.720, -2.786)  -0.42
C (1.454, 1.873, 0.623)  -0.21
C (0.759, 1.440, 1.774)  -0.24
C (-0.621, 1.711, 1.583)  -0.25
H (1.196, 0.975, 2.642)  0.25
C (-0.786, 2.302, 0.307)  0.04
C (0.506, 2.422, -0.268)  -0.20
H (0.703, 2.765, -1.267)  0.29
H (2.514, 1.794, 0.453)  0.27
H (-1.411, 1.494, 2.283)  0.26
C (-2.059, 2.769, -0.309)  -0.66
Ru (0.000, 0.000, 0.000)  0.58
C (-1.647, -0.918, -0.520)  0.63
O (-2.639, -1.487, -0.748)  -0.41
C (1.219, -1.181, -0.980)  0.61
O (1.916, -1.855, -1.628)  -0.42
H (-2.891, 2.130, -0.020)  0.23
H (-1.974, 2.750, -1.394)  0.27
H (-2.297, 3.791, 0.000)  0.27
C (0.430, -4.226, -0.625)  -0.47
N (1.279, -3.485, 0.316)  -0.53
C (2.562, -4.155, 0.530)  -0.47
P (0.450, -2.835, 1.815)  2.22
O (-0.113, -1.353, 1.610)  -1.07
N (-0.934, -3.878, 2.408)  -0.42
C (-2.214, -3.501, 1.801)  -0.48
C (-0.696, -5.324, 2.259)  -0.48
N (1.632, -2.677, 3.205)  -0.67
C (1.027, -1.857, 4.264)  -0.44
C (1.998, -3.974, 3.795)  -0.45
H (0.928, -4.271, -1.618)  0.29
H (-0.537, -3.713, -0.776)  0.23
H (0.294, -5.277, -0.310)  0.24
H (3.094, -4.269, -0.439)  0.28
H (3.221, -3.535, 1.174)  0.26
H (2.418, -5.173, 0.953)  0.23
H (-2.208, -3.672, 0.706)  0.24
H (-3.034, -4.105, 2.243)  0.27
H (-2.435, -2.435, 2.011)  0.26
H (-1.047, -5.707, 1.279)  0.25
H (0.370, -5.591, 2.382)  0.23
H (-1.277, -5.869, 3.031)  0.29
H (0.091, -2.320, 4.641)  0.20
H (1.739, -1.730, 5.108)  0.26
H (0.795, -0.844, 3.888)  0.22
H (1.118, -4.481, 4.248)  0.19
H (2.466, -4.650, 3.066)  0.21
H (2.758, -3.828, 4.593)  0.26